Entry from the Open Molecules 2025 dataset: a molecular structure, C4H11N2O2 in a non-equilibrium geometry (ωB97M-V with the def2-TZVPD basis set).

The total charge is +2. As for the expectation value of S²: 0.757. As for the spin multiplicity: 2. Its frontier orbital gap (spin up / spin down) is 0.447 / 0.165 Ha. The max |F| is 5.50 eV/Å.

Atoms and positions in Å:
O -0.072 -1.353 2.697
C -0.207 -1.225 1.509
O -0.295 -2.163 0.537
C -0.809 0.130 0.904
C 0.297 1.262 0.487
C 1.353 0.699 -0.352
N 0.736 0.311 -1.748
N -1.419 -0.132 -0.503
H -0.287 -3.100 0.779
H -1.543 0.547 1.700
H 0.743 1.690 1.393
H -0.139 2.195 0.147
H 1.880 -0.125 0.147
H 2.113 1.471 -0.568
H 1.174 -0.678 -2.023
H 0.996 0.891 -2.517
H -0.479 -0.022 -1.445
H -2.047 0.623 -0.714
H -1.995 -1.020 -0.430

Cartesian forces (eV/Å) of the 2 atoms listed first:
0.4 0.3 -2.0
-2.1 -0.1 0.9

These are the Mulliken partial charges, in e, on atoms 1 to 8: -0.370, 0.312, -0.434, 0.228, -0.878, -0.414, -0.369, -0.381

---

Entry from the Open Molecules 2025 dataset: 2 unconnected molecules or ions with the total composition C4H11N2O3 in a non-equilibrium geometry (ωB97M-V with the def2-TZVPD basis set).

The total charge is -1. As for the spin multiplicity: 1. Its frontier orbital gap is 0.272 Ha. The max |F| is 2.32 eV/Å.

Atoms and positions in Å:
O -1.955 0.911 -1.865
C -0.994 0.385 -1.316
N -1.046 -0.964 -1.123
C -0.456 -1.766 -0.013
C 0.307 1.152 -1.126
N 1.459 0.389 -0.770
C 2.011 0.401 0.631
O 1.164 0.463 1.656
H -1.940 -1.336 -1.322
H 0.152 -2.556 -0.416
H -1.312 -1.993 0.622
H 0.113 -1.053 0.552
H 0.405 1.727 -2.049
H 0.186 1.902 -0.373
H 1.611 -0.393 -1.346
H 2.681 1.287 0.676
H 2.724 -0.448 0.541
H -0.209 -0.016 3.655
H -0.135 -0.373 2.253
O -0.738 -0.524 3.068

Cartesian forces (eV/Å) of the 2 atoms listed first:
-0.1 0.5 0.0
-0.3 -0.1 -0.7

These are the Mulliken partial charges, in e, on atoms 1 to 8: -0.720, 0.438, -0.246, 0.017, -0.412, -0.335, -0.739, -0.859

---

Entry from the Open Molecules 2025 dataset: a gas-phase ion, C4H11N2S (charge -1) in a non-equilibrium geometry (ωB97M-V with the def2-TZVPD basis set).

The total charge is -1. As for the spin multiplicity: 1. Its frontier orbital gap is 0.218 Ha. As for the SMILES: NCNCCC[S-]. The max |F| is 1.55 eV/Å.

Atoms and positions in Å:
C 0.600 -0.148 -1.215
N 1.420 -0.729 -0.151
C 1.523 -0.099 1.149
N 0.340 -0.105 1.976
C -0.926 -0.316 -1.069
C -1.733 0.838 -0.432
S -3.308 0.257 0.303
H 0.807 0.927 -1.313
H 0.902 -0.719 -2.070
H 2.348 -0.828 -0.529
H 1.845 0.909 1.116
H 2.243 -0.653 1.766
H 0.070 -1.038 2.178
H -0.496 0.373 1.655
H -1.074 -1.193 -0.464
H -1.393 -0.419 -2.044
H -1.218 1.356 0.366
H -1.951 1.587 -1.221

Cartesian forces (eV/Å) of the 2 atoms listed first:
-0.7 0.6 0.8
-0.1 -0.6 0.1

These are the Mulliken partial charges, in e, on atoms 1 to 8: -0.568, -0.386, -0.617, -0.593, -0.703, -0.888, -0.657, 0.285

---

Entry from the Open Molecules 2025 dataset: a molecular structure, C4H11N2S in a non-equilibrium geometry (ωB97M-V with the def2-TZVPD basis set).

The total charge is -1. As for the spin multiplicity: 1. Its frontier orbital gap is 0.257 Ha. The max |F| is 4.92 eV/Å.

Atoms and positions in Å:
N -2.330 0.632 -0.479
C -0.704 0.565 0.090
C 0.199 1.679 0.722
S 1.769 1.215 1.522
C -0.046 -0.247 -1.057
N 1.185 -0.988 -0.798
C 1.004 -2.010 0.235
H -2.792 1.056 0.332
H -1.434 1.368 -0.655
H -0.857 -0.121 0.928
H 0.420 2.384 -0.111
H -0.382 2.204 1.474
H 0.136 0.432 -1.902
H -0.840 -0.943 -1.363
H 1.823 -0.308 -0.373
H 0.580 -1.626 1.162
H 1.944 -2.514 0.442
H 0.324 -2.776 -0.169

Cartesian forces (eV/Å) of the 2 atoms listed first:
3.5 2.4 0.1
1.6 -4.1 2.3

These are the Mulliken partial charges, in e, on atoms 1 to 8: -0.742, 0.094, -0.837, -0.614, -0.942, -0.443, -0.799, 0.265

---

Entry from the Open Molecules 2025 dataset: 2 unconnected molecules or ions with the total composition C4H11N3 in a non-equilibrium geometry (ωB97M-V with the def2-TZVPD basis set).

The total charge is 0. As for the spin multiplicity: 1. Its frontier orbital gap is 0.251 Ha. The max |F| is 1.64 eV/Å.

Atoms and positions in Å:
C 0.137 -1.135 1.570
C 0.224 1.627 0.878
C 0.836 -0.427 0.429
N 2.084 -0.482 0.165
H 2.609 -0.885 0.940
H 0.252 -2.220 1.467
H 0.598 -0.842 2.513
H -0.721 2.179 0.965
H 0.608 1.586 1.899
H 0.951 2.134 0.239
H -0.920 -0.882 1.601
N -1.585 0.074 -2.456
C -0.840 0.206 -1.358
N -0.024 -0.685 -0.902
H -1.546 -0.744 -3.051
H -2.150 0.847 -2.767
H 0.283 -1.459 -1.479
H -0.798 1.107 -0.652

Cartesian forces (eV/Å) of the 2 atoms listed first:
0.1 -0.1 0.0
0.5 -1.0 0.1

These are the Mulliken partial charges, in e, on atoms 1 to 8: -1.270, -1.516, 0.554, -0.866, 0.204, 0.390, 0.346, 0.372

---

Entry from the Open Molecules 2025 dataset: a single C4H11N3 molecule in a non-equilibrium geometry (ωB97M-V with the def2-TZVPD basis set).

The total charge is 0. As for the spin multiplicity: 1. Its frontier orbital gap is 0.256 Ha. As for the SMILES: CNC(C)=C(N)N. The max |F| is 3.72 eV/Å.

Atoms and positions in Å:
C 1.289 -0.314 -0.196
C -2.395 -0.080 -0.535
C -0.358 0.773 1.430
C 0.034 0.191 0.094
N 2.288 -0.490 0.736
N 1.798 -0.243 -1.490
N -0.971 -0.111 -0.814
H -0.527 -0.896 -1.380
H 3.141 -0.014 0.455
H 2.050 -0.264 1.692
H 2.296 -1.097 -1.718
H 1.083 -0.037 -2.176
H -2.755 0.951 -0.452
H -2.940 -0.553 -1.357
H -2.627 -0.615 0.392
H -0.886 0.039 2.047
H 0.507 1.132 1.992
H -1.028 1.627 1.281

Cartesian forces (eV/Å) of the 2 atoms listed first:
-2.1 2.9 1.1
0.5 -0.3 0.0

These are the Mulliken partial charges, in e, on atoms 1 to 8: 0.268, -0.863, -1.593, 0.554, -0.568, -0.610, -0.383, 0.246

---

Entry from the Open Molecules 2025 dataset: a molecular structure, C4H11N3 in a non-equilibrium geometry (ωB97M-V with the def2-TZVPD basis set).

The total charge is 0. As for the spin multiplicity: 1. Its frontier orbital gap is 0.291 Ha. The max |F| is 4.14 eV/Å.

Atoms and positions in Å:
C 0.014 0.790 0.912
C -1.300 -2.015 0.103
C 0.907 0.605 -1.654
N 1.000 -0.253 0.652
C 0.208 -0.154 -0.554
N 0.535 2.089 1.083
N -0.898 -0.992 -0.836
H 0.837 -1.100 1.183
H 1.536 2.117 1.246
H 0.073 2.620 1.807
H -0.773 0.498 1.606
H -1.061 0.310 -0.782
H -0.498 -2.730 0.348
H -1.690 -1.618 1.051
H -2.108 -2.587 -0.354
H 1.130 1.632 -1.370
H 0.249 0.681 -2.518
H 1.839 0.107 -1.920

Cartesian forces (eV/Å) of the 2 atoms listed first:
1.0 -1.2 -1.0
-0.5 0.7 0.5

These are the Mulliken partial charges, in e, on atoms 1 to 8: -0.362, -0.787, -1.101, -0.667, 0.633, -0.511, -0.500, 0.306

---

Entry from the Open Molecules 2025 dataset: a single C4H11N3 molecule in a non-equilibrium geometry (ωB97M-V with the def2-TZVPD basis set).

The total charge is 0. As for the spin multiplicity: 1. Its frontier orbital gap is 0.355 Ha. As for the SMILES: [H]/N=C(\N)NCCC. The max |F| is 3.95 eV/Å.

Atoms and positions in Å:
C -2.092 0.971 -0.312
C -2.096 -0.462 0.152
C -0.844 -1.040 0.701
N 0.349 -0.922 -0.142
C 1.316 0.130 -0.239
N 1.904 0.474 1.030
N 1.779 0.655 -1.343
H -3.198 1.160 -0.512
H -1.443 1.119 -1.286
H -1.706 1.837 0.307
H -2.292 -1.071 -0.803
H -2.952 -0.625 0.821
H -0.475 -0.594 1.605
H -0.928 -2.131 0.887
H 0.181 -1.148 -1.124
H 1.928 -0.350 1.568
H 2.449 1.304 1.028
H 2.511 1.459 -1.111

Cartesian forces (eV/Å) of the 2 atoms listed first:
0.1 2.0 -1.9
-0.5 -0.8 -1.5

These are the Mulliken partial charges, in e, on atoms 1 to 8: -1.014, -0.262, -0.747, -0.297, 0.510, -0.463, -0.729, 0.298

---

Quick rundown of energy above the lowest of the compared OMol25 structures with the same formula, charge and spin, same order as above: 310.07; 177.27; 97.16; 346.76; 455.93; 214.09; 560.15; 186.90 kJ/mol
Quick rundown of E, same order as above: -418.19014; -494.25208; -666.70956; -666.61449; -323.13289; -323.22500; -323.09319; -323.23535 Eh